1.
Entry from the OMol25 dataset: a cluster of 14 separate species, C47H121O41P9 in total at a distorted geometry (wB97M-V/def2-TZVPD).

Results
- 2S+1: 1
- M: 1621.2 g/mol
- Total energy: -218266.3504 eV
- Charge: 0
- Frontier orbital gap: 0.3589 Ha
- ΔE to the lowest compared entry with this formula, charge and spin: 0.0 kcal per mole
- HOMO: -9.36 eV

Structure (XYZ):
```
218
Properties=species:S:1:pos:R:3:mulliken_charge:R:1
C -4.7717 3.9724 -1.2313 -0.573
C -3.4857 3.1713 -0.9703 0.955
C -2.6675 4.0650 0.0050 0.753
O -3.5094 5.2301 0.2717 -0.475
C -4.8483 4.8770 0.0137 -0.598
H -5.7818 3.5092 -1.4588 0.373
H -4.5980 4.6477 -2.0822 0.085
H -2.9202 2.8846 -1.8968 -1.113
H -3.6400 2.2339 -0.4365 0.202
H -1.7441 4.4862 -0.3917 -0.044
H -2.4993 3.5429 0.9677 -0.431
H -5.4092 5.8097 -0.0360 0.408
H -5.2566 4.3853 0.8948 0.242
C 0.7957 3.5454 3.6886 0.668
C -0.6884 3.5851 3.1904 1.423
C -1.4377 3.3240 4.4662 -0.704
O -0.7114 2.2813 5.1138 -0.372
C 0.6727 2.6140 4.8815 0.233
H 1.0461 4.5650 4.1005 0.534
H 1.5651 3.2469 2.9279 -1.082
H -0.8875 2.7777 2.4062 -1.034
H -0.8650 4.6122 2.8013 0.130
H -2.4569 2.9239 4.3621 0.291
H -1.4578 4.2603 5.1262 0.273
H 1.0999 1.6398 4.6989 -0.559
H 1.0725 2.9995 5.8710 0.311
C 3.5952 4.2717 0.9412 0.846
C 4.0968 2.8224 1.0368 0.934
C 5.5946 2.9198 0.9586 -0.161
O 5.8886 4.2793 1.3315 -0.514
C 4.7594 5.0431 1.7185 -0.716
H 2.6076 4.3304 1.3657 -0.614
H 3.5027 4.5836 -0.1003 -0.044
H 3.5596 2.1512 0.3933 -0.467
H 3.7495 2.4927 2.0429 -0.209
H 5.9766 2.8139 -0.0285 0.137
H 6.1216 2.2202 1.6145 0.206
H 4.8995 6.1011 1.4625 0.325
H 4.5144 5.0120 2.7722 0.347
C 4.5928 1.6072 -4.1216 -0.818
C 3.3855 2.3177 -4.7737 1.090
C 3.3241 3.6449 -4.0728 -0.655
O 3.6724 3.3310 -2.7315 -0.402
C 4.6805 2.1954 -2.7275 0.637
H 5.4784 1.8730 -4.7217 0.433
H 4.4885 0.5326 -4.1261 0.201
H 2.4596 1.8226 -4.5709 -1.172
H 3.4845 2.4223 -5.8567 0.545
H 2.3397 4.0815 -3.9742 0.202
H 3.9586 4.4265 -4.4389 0.344
H 4.4385 1.5419 -1.9010 -0.702
H 5.6312 2.6837 -2.4696 0.417
C -0.2950 7.5911 1.1137 -0.671
C 0.8888 6.6213 0.8394 0.631
C 1.2184 7.0526 -0.5630 -0.335
O -0.0562 7.2684 -1.2079 -0.401
C -1.0357 7.7277 -0.2210 -0.126
H 0.2251 8.5607 1.2524 0.307
H -0.8929 7.4120 1.9908 0.376
H 0.5924 5.5984 0.8887 -0.791
H 1.7446 6.6770 1.4970 0.556
H 1.8175 6.3066 -1.1341 0.013
H 1.8672 7.9390 -0.5590 0.298
H -1.9339 7.1363 -0.3536 -0.069
H -1.2489 8.7808 -0.4849 0.317
C 0.2186 -2.9512 -5.2054 -0.958
O -0.3635 -1.7866 -4.5084 0.365
P -0.7763 -0.5894 -5.4708 0.002
O -1.7163 -1.0317 -6.5201 -0.792
O 0.6324 -0.0901 -6.0021 -0.347
C 0.6659 0.9984 -6.9751 -0.615
O -1.3431 0.5904 -4.5638 0.474
C -0.4844 1.2677 -3.6568 2.258
H -0.0837 -3.0067 -6.2477 0.392
H -0.1089 -3.8013 -4.6599 0.149
H 1.2880 -2.8092 -5.2041 0.254
H 0.6409 1.9141 -6.4270 0.048
H -0.1645 0.9129 -7.6692 0.356
H 1.5790 0.8368 -7.5123 0.388
H -1.1607 1.8377 -2.9698 -1.163
H 0.1846 1.9454 -4.1824 -0.307
H 0.0177 0.5154 -3.0884 -0.431
C 1.2531 -4.1994 6.0151 -0.417
O 1.3066 -4.8652 4.7349 -0.174
P 1.8592 -4.1881 3.4447 -1.933
O 2.1448 -2.7709 3.5808 1.218
O 0.7090 -4.4183 2.4020 0.564
C -0.5550 -3.7972 2.5234 0.079
O 3.0968 -5.0278 2.9482 -0.246
C 2.9370 -6.4567 2.7825 -0.775
H 0.6332 -3.3148 5.9130 0.102
H 2.1711 -3.8142 6.3925 0.181
H 0.7913 -4.8284 6.7859 0.374
H -0.5265 -2.8445 3.0405 0.362
H -1.2314 -4.4084 3.1164 0.354
H -0.9861 -3.6654 1.5402 -0.359
H 2.6049 -6.8362 3.7398 0.363
H 3.8991 -6.8366 2.5460 0.275
H 2.2257 -6.7257 2.0215 0.173
C -1.1730 -6.0075 -1.4734 -0.281
O -2.1521 -6.8710 -0.8784 -0.156
P -1.9270 -7.2956 0.6093 0.718
O -0.5810 -7.6895 1.0143 -0.715
O -2.3927 -6.0889 1.5063 -0.014
C -3.5951 -5.3920 1.2431 0.224
O -3.0692 -8.3142 0.6783 -0.326
C -3.1539 -9.4998 -0.0883 -0.742
H -0.4671 -5.6463 -0.7333 0.152
H -1.6857 -5.1467 -1.8248 -0.013
H -0.6062 -6.4733 -2.3131 0.310
H -3.5198 -4.8535 0.2625 0.095
H -3.6055 -4.7147 2.1090 -0.305
H -4.4435 -6.0804 1.2468 0.335
H -3.8394 -9.3070 -0.9467 0.234
H -3.4578 -10.3593 0.5495 0.236
H -2.1891 -9.7109 -0.5261 0.343
C 6.2143 -2.5348 -1.9711 -0.877
O 5.2397 -1.5154 -2.0839 -0.209
P 4.0330 -1.4210 -1.0365 -0.265
O 4.3075 -0.9666 0.3364 0.197
O 3.0008 -0.5981 -1.8160 0.620
C 2.3427 -0.9534 -3.0288 -0.074
O 3.5205 -2.9537 -1.0752 -0.533
C 2.8071 -3.2883 0.1268 -0.558
H 6.9209 -2.2301 -1.2336 0.310
H 6.7771 -2.6471 -2.9070 0.233
H 5.6995 -3.5122 -1.7338 0.298
H 2.1158 -0.0178 -3.5254 -0.552
H 1.4371 -1.4662 -2.8094 0.122
H 2.9203 -1.6104 -3.6797 0.459
H 3.4573 -3.2603 0.9691 0.505
H 2.4764 -4.3395 0.0499 0.317
H 1.8763 -2.7118 0.3137 -0.026
C -4.8142 -1.2020 -3.8893 -0.629
O -5.2234 -2.5196 -3.4999 -0.355
P -4.7188 -3.0507 -2.1171 -0.175
O -3.2984 -3.3117 -1.8713 0.621
O -5.2480 -1.9968 -1.1129 -0.333
C -4.8865 -2.0014 0.2771 -0.343
O -5.7003 -4.2628 -1.8817 -0.431
C -5.4064 -5.6164 -2.3234 -0.489
H -4.3967 -1.1441 -4.8404 0.353
H -4.1264 -0.7380 -3.1728 0.163
H -5.7079 -0.5951 -3.9092 0.350
H -3.7994 -1.9579 0.5567 0.008
H -5.3683 -2.8065 0.8329 0.347
H -5.3450 -1.1118 0.6458 0.371
H -4.5979 -6.0394 -1.7335 0.047
H -5.0800 -5.6632 -3.3612 0.305
H -6.3175 -6.1945 -2.2117 0.285
C 5.1988 -0.6942 3.6825 0.056
O 5.3095 -0.2622 5.0712 -0.339
P 4.9171 -1.3378 6.1531 0.787
O 4.9975 -0.8343 7.5370 -0.808
O 3.4599 -1.8449 5.8404 0.161
C 2.5078 -0.8152 5.6812 -0.601
O 5.7222 -2.6386 5.7599 -0.268
C 6.3249 -3.4444 6.7671 -0.806
H 5.1596 0.2125 3.0262 -0.128
H 4.3778 -1.3132 3.4997 -0.161
H 6.1145 -1.1991 3.4259 0.507
H 2.5492 -0.0955 6.5225 0.511
H 1.4828 -1.2537 5.6299 0.110
H 2.6981 -0.2199 4.7803 0.071
H 6.2799 -2.9150 7.7291 0.389
H 7.3804 -3.6857 6.5179 0.232
H 5.8260 -4.3997 6.7816 0.243
C -2.8802 -0.1349 4.0180 -0.086
O -3.6505 -0.9521 4.9396 -0.355
P -4.2667 -2.2795 4.3691 -0.265
O -3.4375 -3.1616 3.5634 0.526
O -5.0134 -2.8980 5.6324 -0.428
C -4.5955 -4.1777 6.0276 -0.623
O -5.5232 -1.7814 3.5426 -0.013
C -6.6812 -1.4408 4.2620 -0.860
H -3.5237 0.5897 3.5146 0.159
H -2.3223 -0.7319 3.3253 -0.026
H -2.1220 0.3052 4.6699 0.181
H -4.9867 -5.0415 5.4125 0.241
H -4.9790 -4.1920 7.0377 0.270
H -3.5054 -4.1596 5.9453 0.239
H -6.9854 -0.4595 3.8652 0.256
H -6.4014 -1.3505 5.2847 0.379
H -7.4248 -2.2202 4.0870 0.261
C 0.1135 4.7301 -8.2669 -0.868
O -0.1898 4.6229 -6.9032 -0.225
P -1.6366 4.3520 -6.4474 0.314
O -2.6332 5.2344 -7.0677 -0.833
O -1.9646 2.7924 -6.6719 0.061
C -3.2449 2.2662 -6.4652 -0.810
O -1.4508 4.3213 -4.9188 0.452
C -1.8026 5.5272 -4.1039 -0.564
H 0.1982 3.7571 -8.7400 0.292
H 1.0413 5.2392 -8.3698 0.302
H -0.5420 5.4282 -8.8411 0.335
H -4.0207 3.0081 -6.7418 0.402
H -3.3674 1.9711 -5.4396 0.225
H -3.3501 1.3263 -7.0337 0.256
H -0.8567 5.8523 -3.6047 0.210
H -2.5316 5.1688 -3.3862 -0.052
H -2.2391 6.3451 -4.7051 0.496
C 1.5018 0.0157 2.2869 0.844
O 0.9746 0.9956 1.3969 0.148
P -0.2522 0.7393 0.4686 -0.426
O -1.5544 0.6001 1.1235 -0.413
O 0.1128 -0.4500 -0.4875 0.769
C -0.8258 -1.5376 -0.6847 -0.437
O -0.3055 1.9821 -0.5233 0.514
C 0.8212 2.6951 -1.0720 0.658
H 2.4621 0.3426 2.6332 -0.452
H 1.7083 -0.8623 1.6520 -0.467
H 0.8272 -0.2258 3.1561 -0.024
H -1.4727 -1.6132 0.2259 -0.519
H -0.2826 -2.4591 -0.6976 0.290
H -1.4843 -1.4910 -1.5621 0.190
H 1.4971 1.9497 -1.5313 -0.481
H 1.3719 3.3941 -0.4264 -0.474
H 0.4510 3.3587 -1.9019 -0.087
```

=====

2.
Entry from the OMol25 dataset: a cluster of 11 separate species, C47H124N8O14 in total at a distorted geometry (wB97M-V/def2-TZVPD).

Results
- 2S+1: 2
- M: 1025.6 g/mol
- Total energy: -91326.0317 eV
- Charge: -1
- Frontier orbital gap (alpha / beta): 0.0438 / 0.3105 Ha
- ΔE to the lowest compared entry with this formula, charge and spin: 0.0 kcal per mole
- HOMO (alpha / beta): 0.66 / -6.63 eV

Structure (XYZ):
```
193
Properties=species:S:1:pos:R:3:mulliken_charge:R:1
C 0.3498 0.0999 0.3963 -0.382
C -1.0269 -0.0186 -0.2809 1.264
C -1.7763 1.2813 -0.6471 -1.152
O -0.8380 -0.7153 -1.5124 -0.279
H 0.6394 -0.9403 0.5454 0.161
H 0.2574 0.4704 1.4172 0.386
H 1.1205 0.6598 -0.1333 -0.770
H -1.6796 -0.6297 0.3425 0.308
H -1.3611 1.6846 -1.5707 0.031
H -1.6684 2.0206 0.1466 0.670
H -2.8360 1.0519 -0.7593 -0.333
H -1.6458 -1.1336 -1.8191 0.092
C -4.1810 3.9997 -0.7541 -0.606
C -3.6722 5.4334 -0.5884 0.149
C -2.4046 5.5218 0.2297 -0.935
O -3.3988 5.9219 -1.8662 -0.694
H -5.1177 3.9448 -1.3088 0.372
H -4.4126 3.5832 0.2262 0.190
H -3.5276 3.3166 -1.2967 -0.181
H -4.4263 6.0653 -0.1192 0.398
H -2.6614 5.4332 1.2853 0.553
H -1.9828 6.5262 0.1939 0.358
H -1.6563 4.8217 -0.1417 -0.193
H -2.6864 5.4028 -2.2465 0.407
C 6.4501 -0.3749 -1.4426 -1.953
C 5.6859 0.5638 -0.5519 3.889
C 4.1364 0.2940 -0.5874 -0.813
O 6.1869 0.4806 0.7754 -1.050
H 7.4435 0.0531 -1.5767 0.610
H 5.9445 -0.3225 -2.4069 -0.114
H 6.4535 -1.4233 -1.1443 -0.110
H 6.0024 1.5168 -0.9757 -0.756
H 3.8648 -0.6542 -0.1234 -0.228
H 3.7049 0.3377 -1.5874 0.405
H 3.6275 1.1373 -0.1207 -0.307
H 7.0843 0.8216 0.7787 0.299
C -5.6477 0.3993 0.8181 0.154
O -6.0482 0.3818 2.1521 -0.243
C -6.6691 -0.7643 2.5586 -0.510
C -6.9256 -0.6376 4.0571 -0.969
N -8.1852 0.0968 4.4570 -0.513
C -8.2515 1.4012 3.8251 -0.191
C -9.3594 2.2803 4.4575 -0.777
O -9.0196 2.8672 5.7209 -0.311
C -10.0906 3.6034 6.3610 -0.657
H -6.3654 0.2397 0.0134 0.413
H -4.8881 -0.3804 0.7604 -0.319
H -5.1742 1.3501 0.5735 -0.127
H -6.0239 -1.6284 2.4003 0.319
H -7.6156 -0.8622 2.0269 0.572
H -6.1420 -0.2291 4.6952 0.486
H -7.0748 -1.6579 4.4103 0.385
H -8.1394 0.2685 5.4512 0.258
H -8.4572 1.2446 2.7662 0.276
H -7.2683 1.8706 3.8579 0.270
H -10.2532 1.6874 4.6518 0.362
H -9.6528 3.0575 3.7518 0.416
H -10.3436 4.4048 5.6669 0.282
H -9.6829 3.9274 7.3185 0.222
H -10.9386 2.9320 6.4964 0.283
C 4.2897 -6.2791 5.5792 -0.815
O 5.0540 -5.3069 4.9219 -0.287
C 4.9917 -5.3127 3.4959 -0.908
C 5.3640 -3.9339 2.9545 -0.345
N 4.1862 -3.0938 3.0545 -0.112
C 4.4464 -1.6921 2.6909 -0.784
C 3.1184 -0.8700 2.7173 -0.110
O 2.5316 -0.7326 3.9977 -0.434
C 1.1402 -0.3444 4.0493 -0.152
H 4.8238 -7.2097 5.7710 0.283
H 3.3257 -6.4939 5.1181 0.327
H 3.9597 -5.8138 6.5081 0.286
H 4.0169 -5.6169 3.1147 0.391
H 5.7144 -6.0191 3.0875 0.399
H 5.7861 -3.9397 1.9496 0.150
H 6.1996 -3.6196 3.5798 0.487
H 3.9080 -3.1422 4.0242 0.202
H 4.9391 -1.6528 1.7194 0.096
H 5.1428 -1.2681 3.4144 0.490
H 2.3733 -1.4545 2.1775 -0.283
H 3.2203 0.0316 2.1133 0.539
H 1.0387 0.6999 3.7539 0.284
H 0.7086 -0.4504 5.0446 0.281
H 0.5627 -0.9368 3.3396 -0.138
C 0.3338 -4.1989 -1.1155 -0.442
O 1.5591 -4.6891 -0.5140 -0.357
C 2.6730 -3.8124 -0.7043 -0.265
C 4.0577 -4.4852 -0.5341 0.382
N 4.3714 -5.4599 -1.5365 -0.510
C 5.5711 -6.2676 -1.1542 -0.634
C 7.0084 -5.5823 -1.3013 -0.718
O 7.0760 -4.4670 -0.3670 0.084
C 8.0749 -3.4717 -0.7079 -1.090
H -0.4911 -4.8429 -0.8107 0.260
H 0.2708 -4.2754 -2.2009 0.353
H 0.1950 -3.1366 -0.9144 0.004
H 2.6473 -3.0255 0.0495 -0.158
H 2.6393 -3.3432 -1.6875 0.416
H 3.9843 -4.9957 0.4261 -0.111
H 4.8666 -3.7820 -0.3361 -0.137
H 3.6063 -6.1118 -1.6354 0.333
H 5.6435 -7.1598 -1.7761 0.463
H 5.3834 -6.6069 -0.1355 0.330
H 7.2099 -5.1024 -2.2590 0.408
H 7.8825 -6.1788 -1.0401 0.335
H 7.9003 -2.8936 -1.6153 0.323
H 9.0939 -3.8577 -0.7383 0.461
H 8.0495 -2.7294 0.0899 0.167
C -2.1062 -1.4727 6.5716 -1.370
C -2.8101 -2.3683 5.4834 1.071
C -1.9727 -2.4151 4.2580 -0.991
O -1.9186 -1.2244 3.5165 -0.202
C -3.1562 -0.7282 2.9899 -0.953
N -3.0368 -3.6370 6.1237 -0.688
H -2.7058 -1.2607 7.4568 0.367
H -1.7376 -0.5485 6.1266 0.308
H -1.2295 -2.0101 6.9331 0.378
H -3.7404 -1.8278 5.3087 -0.258
H -2.4048 -3.2053 3.6440 0.263
H -0.9857 -2.8316 4.4591 0.343
H -3.0056 0.2143 2.4635 0.299
H -3.8860 -0.4059 3.7326 0.422
H -3.6917 -1.4403 2.3618 0.241
H -3.0089 -4.4328 5.5024 0.288
H -2.2490 -3.8758 6.7089 0.309
C -0.3521 7.0417 -2.7539 -1.393
C -0.7405 5.7777 -3.5809 0.549
C 0.1759 5.4275 -4.7307 -0.767
O -0.2577 4.2766 -5.4944 -0.298
C 0.6671 4.0640 -6.5415 -0.613
N -0.9332 4.6336 -2.7524 0.800
H 0.6342 7.0198 -2.2906 0.187
H -1.1116 7.1895 -1.9862 0.249
H -0.3884 7.9178 -3.4015 0.497
H -1.6841 6.0277 -4.0660 0.510
H 1.1735 5.2493 -4.3294 0.155
H 0.1966 6.3505 -5.3102 0.439
H 1.6720 3.7920 -6.2186 0.183
H 0.7055 4.8862 -7.2561 0.369
H 0.2891 3.1693 -7.0362 0.165
H -0.0897 4.4384 -2.2323 -0.976
H -1.0923 3.8284 -3.3410 0.061
C -3.6805 -4.4107 -1.8653 -1.995
C -3.8003 -3.1445 -1.0190 0.935
C -4.0715 -1.8574 -1.8305 -0.384
O -3.0338 -1.6734 -2.7676 -0.499
C -3.3175 -0.6936 -3.6757 -0.381
N -4.8281 -3.2965 -0.0419 -0.407
H -3.5454 -5.3331 -1.3006 0.520
H -2.8445 -4.2725 -2.5509 0.272
H -4.6068 -4.5123 -2.4307 0.483
H -2.8453 -3.0785 -0.4977 -0.191
H -4.1191 -0.9188 -1.2784 -0.358
H -4.9904 -1.9954 -2.4002 0.734
H -2.5535 -0.7853 -4.4477 0.003
H -3.2586 0.2290 -3.0982 0.094
H -4.2830 -0.6123 -4.1750 0.371
H -5.6602 -3.4260 -0.5993 0.318
H -4.7436 -4.1491 0.4930 0.334
C 2.1426 5.1243 -0.1422 -1.688
C 2.4708 4.3510 -1.3607 1.486
C 3.9478 3.8763 -1.4377 -0.326
O 4.8075 5.0188 -1.6099 -0.046
C 6.1665 4.7091 -2.0625 -1.882
N 1.4761 3.2726 -1.4791 0.566
H 2.7274 6.0382 -0.0382 0.357
H 2.3423 4.5391 0.7554 0.405
H 1.0759 5.3471 -0.1704 0.183
H 2.3925 4.9598 -2.2614 0.128
H 4.0703 3.2533 -2.3237 -0.343
H 4.2557 3.2392 -0.6086 0.453
H 5.9915 4.4288 -3.1012 0.292
H 6.6819 3.9457 -1.4796 0.370
H 6.7703 5.6156 -2.1044 0.417
H 1.5684 2.6697 -0.6741 -0.346
H 1.7500 2.6473 -2.2235 -0.397
C 2.9843 1.4437 -4.9282 -1.834
C 1.5965 0.9861 -4.4347 2.110
C 0.9918 -0.1369 -5.3474 -1.065
O 0.3613 0.4605 -6.4470 -0.019
C -0.2324 -0.4334 -7.3711 -1.066
N 1.6595 0.6859 -3.0436 0.558
H 2.9874 1.9688 -5.8833 0.239
H 3.5559 0.5328 -5.1064 0.656
H 3.5681 2.0484 -4.2342 -0.048
H 0.9047 1.8284 -4.4459 -0.313
H 0.2720 -0.7212 -4.7742 0.079
H 1.6753 -0.9188 -5.6785 0.355
H 0.4258 -1.2382 -7.6986 0.338
H -0.5532 0.1053 -8.2627 0.256
H -1.1163 -0.9304 -6.9715 0.258
H 0.7319 0.5247 -2.6780 -0.421
H 2.2896 -0.0878 -2.8879 -0.012
```

=====

> Which of these has the highest total energy?

C47H124N8O14